Computed, not measured: C31H48B4Cl2F9NO5S2 as an isolated structure, with ωB97M-V/def2-TZVPD.

```
102
Properties=species:S:1:pos:R:3:lowdin_charge:R:1
C -0.571 4.897 0.634 -0.106
C -1.584 4.649 1.736 -0.264
C -1.587 3.179 2.167 -0.239
C -2.088 2.994 3.588 -0.201
C -2.502 1.545 3.906 -0.206
C -1.686 0.901 5.019 -0.206
C -0.191 0.666 4.713 -0.150
C 0.238 -0.805 4.794 -0.203
N 0.485 -1.511 3.500 -0.182
C -0.824 -1.845 2.948 -0.205
C -0.885 -2.574 1.604 -0.130
C -0.610 -1.821 0.282 -0.158
C 0.276 -0.596 0.267 -0.119
C 1.768 -0.961 0.224 -0.201
C 2.682 0.037 0.882 -0.123
C 4.159 -0.334 0.826 -0.176
C 4.679 -0.786 -0.547 -0.217
C 1.254 -2.682 3.756 -1.075
S 0.825 -3.811 4.821 0.772
S 2.836 -2.893 2.943 0.925
C 2.451 -3.516 1.282 -0.443
C 3.674 -3.425 0.399 -0.152
C 3.684 -2.217 -0.523 -0.253
B 2.640 -2.239 -1.667 -0.538
O 2.034 -3.400 -2.079 0.345
B 0.850 -3.216 -2.769 -0.307
B -0.623 -4.033 -2.512 -0.464
O -1.369 -4.374 -3.625 0.168
O -1.106 -4.327 -1.275 0.043
C -2.421 -3.868 -1.002 -0.063
O 0.852 -2.167 -3.700 0.340
B 1.183 -1.032 -3.017 -0.461
C 0.176 0.219 -3.147 -0.274
F -0.510 0.211 -4.314 0.132
F -0.759 0.026 -2.152 0.091
C 0.747 1.628 -2.903 -0.334
F -0.302 2.478 -2.886 0.149
F 1.308 1.667 -1.683 0.170
C 1.743 2.118 -4.008 -0.329
F 1.827 1.235 -5.014 0.179
F 1.287 3.281 -4.511 0.165
C 3.159 2.437 -3.468 -0.527
F 3.923 2.781 -4.522 0.176
F 3.710 1.374 -2.879 0.191
F 3.107 3.470 -2.625 0.193
O 2.294 -1.012 -2.256 0.265
H 0.420 4.673 1.002 0.071
H -0.812 4.282 -0.221 0.061
H -0.574 5.944 0.364 0.068
H -1.325 5.237 2.607 0.104
H -2.585 4.905 1.415 0.100
H -2.194 2.608 1.474 0.106
H -0.580 2.805 2.066 0.095
H -1.300 3.331 4.249 0.113
H -2.956 3.631 3.674 0.107
H -3.537 1.542 4.222 0.104
H -2.465 0.965 2.991 0.089
H -2.184 -0.016 5.313 0.102
H -1.764 1.591 5.849 0.104
H 0.369 1.184 5.479 0.104
H 0.058 1.144 3.781 0.098
H 1.100 -0.919 5.431 0.107
H -0.572 -1.324 5.297 0.088
H -1.406 -0.939 2.876 0.107
H -1.370 -2.478 3.648 0.104
H -0.294 -3.477 1.678 0.103
H -1.913 -2.908 1.559 0.097
H -0.098 -2.521 -0.378 0.094
H -1.559 -1.629 -0.197 0.090
H 0.044 0.130 1.030 0.111
H 0.079 -0.095 -0.675 0.076
H 2.038 -0.981 -0.826 0.058
H 1.939 -1.963 0.596 0.028
H 2.578 1.016 0.439 0.119
H 2.414 0.057 1.923 0.105
H 4.739 0.532 1.119 0.129
H 4.388 -1.089 1.562 0.097
H 4.921 -1.838 -0.513 0.019
H 5.609 -0.294 -0.792 0.090
H 3.995 -0.581 -1.356 0.112
H 1.653 -2.919 0.857 0.029
H 2.086 -4.526 1.359 0.095
H 4.574 -3.392 0.997 0.114
H 3.708 -4.315 -0.210 0.127
H 4.653 -2.218 -1.023 0.125
H 3.633 -1.273 0.004 -0.023
H -1.782 -3.615 -4.043 0.113
H -2.672 -4.071 0.026 0.087
H -3.163 -4.351 -1.623 0.097
H -2.513 -2.798 -1.150 0.083
Cl -7.374 3.673 -3.334 0.673
C -5.818 2.935 -3.487 -0.689
C -4.892 2.981 -2.455 -0.684
Cl -5.249 3.769 -0.958 0.670
C -3.650 2.384 -2.614 -0.103
C -3.333 1.741 -3.797 -0.073
C -4.262 1.692 -4.828 -0.073
C -5.501 2.288 -4.672 -0.110
H -2.930 2.424 -1.809 0.098
H -2.362 1.280 -3.908 0.075
H -4.020 1.189 -5.754 0.107
H -6.226 2.254 -5.472 0.106
```

Properties
- Kohn-Sham gap (eV) = 5.51
- HOMO level (eV) = -6.15
- charge = 0
- electronic energy (a.u.) = -4355.5967